No. 1
C5H11N2 as an isolated structure. Source: the Open Molecules 2025 dataset; level of theory: ωB97M-V/def2-TZVPD.

Structure (XYZ):
```
18
Properties=species:S:1:pos:R:3
C -0.85909 -0.63468 -0.27805
C 0.42890 -0.39931 -1.18434
C 0.26550 0.47039 0.02282
C -0.13769 1.89505 -0.23390
C 0.94824 0.00537 1.23885
N 1.52841 -1.21948 1.10546
N -2.02135 -0.20735 -0.79571
H -0.69857 -1.40045 0.48995
H -1.69275 -1.19342 -1.27413
H 1.36622 -0.93450 -1.22932
H 0.05079 -0.14224 -2.16731
H 0.65882 2.59234 -0.47123
H -0.84259 2.33429 0.47726
H 0.45163 0.30782 2.16761
H 2.10601 0.17040 1.40273
H -2.78433 -0.35544 -0.13556
H -0.77170 1.88191 -1.11994
H 1.51536 -1.77808 1.97460
```

For the relative energy (zero: lowest compared OMol25 entry of this formula, charge and spin), the calculation gives 169.4 kcal per mole. Its total charge is +1.



No. 2
C35H47BrI2IrN3SSi as an isolated structure. Source: the Open Molecules 2025 dataset; level of theory: ωB97M-V/def2-TZVPD.

Structure (XYZ):
```
91
Properties=species:S:1:pos:R:3
Ir 1.44817 -0.79706 -1.11788
I -0.61900 -3.03327 1.71392
C -0.34645 -4.15868 -0.04530
I -0.06208 -3.05113 -1.83504
H -1.25516 -4.71475 -0.24486
H 0.51673 -4.80412 0.05904
C 1.28757 1.59589 -4.60553
C 2.48621 1.24590 -5.22029
C 3.34395 0.34107 -4.61953
C 3.00025 -0.21939 -3.39118
C 1.78934 0.14505 -2.78573
C 0.92380 1.04737 -3.37931
C 3.77171 -1.20839 -2.64737
C 5.02763 -1.72908 -3.01100
C 5.62183 -2.66519 -2.22181
C 4.98815 -3.11072 -1.03491
C 5.55003 -4.09925 -0.19404
C 4.89739 -4.50348 0.93789
C 3.66416 -3.91573 1.28709
C 3.10014 -2.95072 0.49418
C 3.74646 -2.55144 -0.68836
N 3.17024 -1.61915 -1.52301
H 0.62672 2.30357 -5.08947
H 2.74680 1.67684 -6.17701
H 4.26624 0.06593 -5.11550
H -0.01080 1.32319 -2.90638
H 5.50668 -1.37592 -3.91227
H 6.58656 -3.07691 -2.49269
H 6.50304 -4.53475 -0.46785
H 5.32220 -5.27408 1.56682
H 3.15947 -4.23015 2.19310
H 2.15679 -2.49206 0.78290
C -2.43868 3.95378 0.60901
C -2.98281 3.41789 -0.69914
C -1.97121 3.55509 -1.81388
C -4.35574 3.94591 -1.04778
Si -3.31669 1.33498 -0.31642
Br -1.14505 0.52868 -0.26696
C -4.16393 0.51785 -1.82530
C -5.68241 0.72869 -1.66878
C -3.70526 1.05771 -3.17965
C -3.82449 -0.98627 -1.77995
C -3.96128 1.01323 1.43893
C -4.39905 -0.46719 1.51105
C -5.18800 1.90296 1.72956
C -2.90614 1.21520 2.53899
H -2.27064 5.02400 0.42646
H -1.47797 3.51550 0.87924
H -3.13104 3.87805 1.44294
H -1.87249 4.63651 -1.97895
H -2.28392 3.12010 -2.75804
H -0.99003 3.17196 -1.53794
H -4.24470 5.03569 -1.13515
H -5.10526 3.76686 -0.27658
H -4.72620 3.58447 -2.00464
H -5.96913 1.78051 -1.65671
H -6.09068 0.25017 -0.77984
H -6.17394 0.27581 -2.53410
H -3.99647 2.09307 -3.34819
H -4.19256 0.46602 -3.95919
H -2.62679 0.95472 -3.32267
H -4.09985 -1.47410 -0.84799
H -2.76855 -1.16930 -1.97762
H -4.40210 -1.45844 -2.58013
H -5.23751 -0.70532 0.85955
H -4.72582 -0.65153 2.53804
H -3.57469 -1.15202 1.29846
H -5.96735 1.80939 0.97096
H -4.93430 2.95753 1.83305
H -5.62539 1.58708 2.67950
H -2.16341 0.41513 2.51337
H -3.41482 1.16025 3.50471
H -2.39129 2.17311 2.49860
N 1.30993 0.40417 2.34785
C 2.45791 0.36045 1.69175
S 2.55113 0.85938 -0.00579
N 3.58880 0.03765 2.27531
C 3.81243 -0.35243 3.64461
C 4.69366 -1.40131 3.86231
C 4.95565 -1.80462 5.16234
C 4.35076 -1.15545 6.23062
C 3.49214 -0.09112 6.00000
C 3.21639 0.32061 4.70237
H 0.47272 0.66892 1.85328
H 1.24837 0.10364 3.31101
H 4.38672 -0.01082 1.65508
H 5.17154 -1.89486 3.02330
H 5.63935 -2.62360 5.34156
H 4.56868 -1.46338 7.24438
H 3.05168 0.44203 6.83186
H 2.61499 1.20763 4.54275
```

For the relative energy (zero: lowest compared OMol25 entry of this formula, charge and spin), the calculation gives 0.0 kcal per mole. Its total charge is +3. As for the spin multiplicity: 2.



No. 3
A 2-piece molecular cluster, C4H10O3 overall. Source: the Open Molecules 2025 dataset; level of theory: ωB97M-V/def2-TZVPD.

Structure (XYZ):
```
17
Properties=species:S:1:pos:R:3
C 0.72026 -0.50213 1.18796
C -0.11336 0.20625 0.14890
O 0.40533 0.14835 -1.07650
C -1.51970 -0.47411 0.26752
C -2.56021 -0.10649 -0.76271
O -3.14955 -0.90306 -1.43218
H 0.77258 -0.21420 2.16024
H 1.83145 -0.31625 0.94360
H 0.58358 -1.57520 1.17219
H -0.35502 1.21856 0.35962
H 0.05335 -0.57785 -1.66261
H -1.59702 -1.65803 0.07091
H -1.82244 -0.47807 1.39658
H -2.75386 0.93807 -0.73322
O 3.39948 1.68488 -0.70737
H 3.28251 1.29335 0.07069
H 2.82261 1.31591 -1.40362
```

For the relative energy (zero: lowest compared OMol25 entry of this formula, charge and spin), the calculation gives 61.5 kcal per mole. The SMILES is C[C@@H](O)CC=O.O.



No. 4
A 5-piece molecular cluster, C28H61F8O5PSi overall. Source: the Open Molecules 2025 dataset; level of theory: ωB97M-V/def2-TZVPD.

Structure (XYZ):
```
104
Properties=species:S:1:pos:R:3
C -5.41367 3.45273 4.64381
C -5.00371 2.09391 4.03271
Si -3.31398 1.97887 3.20047
C -3.50238 2.00544 1.29849
C -2.61710 1.05044 0.50301
O -1.33623 0.83967 1.11040
C -0.42765 0.30842 0.18725
C 0.47318 -0.80049 0.72183
F 1.39195 -0.33977 1.64294
F 1.18481 -1.23790 -0.37563
C -0.23363 -2.07143 1.30454
F 0.49106 -3.17236 0.93553
F -1.46376 -2.17869 0.72485
C -0.37694 -2.15571 2.85493
F -0.60893 -0.93274 3.38524
F 0.80083 -2.62716 3.36640
C -1.49088 -3.08580 3.37443
F -2.71946 -2.65946 2.92637
F -1.28531 -4.35809 2.92110
P -1.92935 3.56186 3.96962
C -0.21549 2.99322 3.56054
C -2.13121 4.95626 2.76247
C -3.18114 5.99229 3.18577
H -5.84037 3.31258 5.64226
H -6.18584 3.94625 4.04607
H -4.57103 4.13556 4.75867
H -5.77665 1.74269 3.33806
H -4.97356 1.34420 4.83282
H -2.74567 0.66359 3.55844
H -4.54144 1.71309 1.09853
H -3.36833 3.02732 0.93232
H -2.46227 1.46568 -0.50180
H -3.09513 0.06752 0.38767
H 0.25565 1.08790 -0.17985
H -0.92478 -0.12440 -0.68939
H -1.47484 -3.06810 4.47124
H 0.41364 3.12777 4.44359
H 0.17486 3.58918 2.73263
H -0.17369 1.95264 3.26077
H -2.33627 4.57046 1.76010
H -1.15293 5.45071 2.72756
H -3.10240 6.17746 4.26169
H -3.02529 6.93648 2.65841
H -4.19854 5.64010 2.99832
C -1.74137 4.27432 -1.37910
C -2.80444 5.32833 -1.63689
O -2.49432 6.60020 -1.10308
C -1.30792 7.20467 -1.59134
C -1.29435 7.44417 -3.08966
H -1.55001 4.18447 -0.30807
H -2.07363 3.30578 -1.75706
H -0.79483 4.51086 -1.86657
H -3.73455 5.04058 -1.14451
H -3.02207 5.39728 -2.70886
H -0.42780 6.62400 -1.29150
H -1.24861 8.15829 -1.06622
H -1.33374 6.51193 -3.65545
H -0.37415 7.95970 -3.36804
H -2.14772 8.05519 -3.38804
C 0.96253 -9.17233 0.61900
C 1.27358 -9.10385 2.10423
O 2.44457 -8.37392 2.41801
C 2.45016 -7.01294 2.02347
C 1.34077 -6.17759 2.63700
H 1.80501 -9.59756 0.07223
H 0.08617 -9.79914 0.45004
H 0.75110 -8.18828 0.19833
H 1.46104 -10.10738 2.48683
H 0.41238 -8.71003 2.65637
H 2.42947 -6.92893 0.93050
H 3.41940 -6.63472 2.34865
H 0.35265 -6.51309 2.32104
H 1.44913 -5.13687 2.33389
H 1.38288 -6.23057 3.72622
C 3.15147 -11.36210 -1.91698
C 3.55683 -12.28802 -3.05053
O 2.59862 -12.38878 -4.08791
C 2.27766 -11.18271 -4.75559
C 3.45841 -10.51445 -5.43881
H 2.19760 -11.67547 -1.49040
H 3.90737 -11.38168 -1.13117
H 3.04733 -10.32804 -2.24907
H 3.66581 -13.30501 -2.67395
H 4.53275 -11.99347 -3.45330
H 1.78499 -10.48141 -4.07192
H 1.53608 -11.46867 -5.50149
H 4.21843 -10.19260 -4.72581
H 3.12029 -9.63090 -5.98108
H 3.92733 -11.19861 -6.14700
C 4.51741 7.85073 -4.03261
C 3.10670 8.29942 -4.37152
O 2.24252 8.38981 -3.25271
C 2.62919 9.29732 -2.23610
C 2.74387 10.73915 -2.69915
H 4.49978 6.88860 -3.51931
H 5.10137 7.74557 -4.94732
H 5.03416 8.56636 -3.39203
H 2.63513 7.56640 -5.02625
H 3.12755 9.24777 -4.92018
H 3.56172 8.97110 -1.76187
H 1.84686 9.21594 -1.48077
H 3.53028 10.87115 -3.44318
H 2.98140 11.38185 -1.85107
H 1.80367 11.07599 -3.13756
```

The SMILES is CC[Si@@H](CCOCC(F)(F)C(F)(F)C(F)(F)C(F)F)P(C)CC.CCOCC.CCOCC.CCOCC.CCOCC. Its total energy is -79167.135 eV.



No. 5
C5H11NO2 as an isolated structure. Source: the Open Molecules 2025 dataset; level of theory: ωB97M-V/def2-TZVPD.

Structure (XYZ):
```
19
Properties=species:S:1:pos:R:3
C -2.20927 0.75116 0.35857
C -0.81579 1.16155 0.65530
C -1.11266 -0.41930 0.30722
N -0.83613 -0.84207 -1.03396
C 0.59587 -0.70096 -1.23465
C 1.56171 -1.14809 -0.14107
O 1.89396 1.83966 0.12848
O -1.13866 -1.19433 1.57215
H -2.99768 0.63861 1.11571
H -2.58494 0.90897 -0.64736
H -0.22866 1.38458 -0.20434
H -1.79890 -1.45839 0.67108
H -0.21987 1.27120 1.67246
H 2.53289 2.54030 -0.01765
H 0.89111 -1.40009 -2.04202
H 0.90503 0.30352 -1.43322
H 1.12500 -1.66249 0.72357
H 2.08100 -0.22576 0.15962
H 2.35599 -1.74805 -0.60988
```

For the relative energy (zero: lowest compared OMol25 entry of this formula, charge and spin), the calculation gives 282.9 kcal per mole.



No. 6
C9H15Cl2NY as an isolated structure. Source: the Open Molecules 2025 dataset; level of theory: ωB97M-V/def2-TZVPD.

Structure (XYZ):
```
28
Properties=species:S:1:pos:R:3
Y -0.24803 0.73054 0.56524
Cl -2.14382 -0.36703 -0.12609
Cl 1.41453 0.45801 2.12079
C -0.44750 -2.49554 1.40111
H -0.17349 -2.07658 2.36532
H -1.28824 -3.18691 1.38803
C 0.58115 1.29211 -0.95188
C 0.20909 -2.17696 0.28441
H 0.57600 2.32574 -1.32933
C -0.10817 -2.70681 -1.08081
H 1.04216 -1.47511 0.33354
C 0.84421 -2.17650 -2.16692
H -0.08308 -3.80471 -1.07196
H -1.12939 -2.39600 -1.34384
C 0.58103 -0.71443 -2.55432
H 1.88076 -2.28239 -1.82073
H 0.74327 -2.80519 -3.06024
C 1.40033 0.32659 -1.75805
H 0.81946 -0.57619 -3.61584
H -0.48905 -0.49049 -2.44191
H 2.13295 -0.18697 -1.12103
H 1.98540 0.92844 -2.47361
C -1.48792 4.38249 3.39081
C -1.09370 3.22137 2.49243
N -0.76671 2.25823 1.74724
H -2.18619 4.02296 4.17431
H -1.98482 5.16714 2.78401
H -0.58024 4.80419 3.86929
```

For the relative energy (zero: lowest compared OMol25 entry of this formula, charge and spin), the calculation gives 30.4 kcal per mole. Its total charge is -1.